C30H43BrIrN2P2S as an isolated structure, computed with ωB97M-V/def2-TZVPD.

Highest occupied orbital energy (alpha / beta): -17.7 / -18.6 eV
Multiplicity: 6
DFT total energy: -5035.986609 Eh
Relative energy (zero: lowest compared OMol25 entry of this formula, charge and spin): 213.23 kJ/mol
Total charge: +4
LUMO energy (alpha / beta): -11.74 / -13.76 eV

Last column: Mulliken charge in e.
CARTESIAN COORDINATES (ANGSTROEM)
C (1.98550, -6.32383, 4.98483)  -0.259
C (2.52411, -5.82090, 3.78515)  0.187
C (3.54023, -6.55482, 3.14800)  -0.138
C (3.94860, -7.77139, 3.70621)  -0.270
N (3.41237, -8.23685, 4.83062)  -0.423
C (2.46599, -7.55429, 5.46872)  -0.229
C (2.04901, -4.58328, 3.20416)  0.049
C (1.91917, -3.54499, 2.57427)  -0.050
C (1.40538, -2.34843, 2.09145)  0.533
C (0.02240, -2.29730, 1.84954)  -1.399
C (-0.54607, -1.06207, 1.58218)  -0.601
C (0.35241, 0.01899, 1.46931)  1.616
C (1.72074, -0.00226, 1.76867)  -0.999
C (2.27399, -1.25310, 1.98055)  -0.790
Ir (-0.54724, 1.14232, 0.12147)  0.721
P (-2.10430, 0.47622, -1.26629)  0.043
H (4.00605, -6.18172, 2.23265)  0.461
H (1.22162, -5.78098, 5.52994)  0.493
H (4.72807, -8.36793, 3.22067)  0.408
H (2.06494, -7.98040, 6.39230)  0.408
H (3.34852, -1.39472, 2.12547)  0.579
H (-0.58027, -3.20815, 1.90787)  0.519
H (2.34276, 0.90049, 1.83758)  0.614
H (-1.62364, -0.98092, 1.46279)  0.597
C (-2.60344, 2.01719, -2.15208)  -0.536
C (-2.75735, 1.92999, -3.67211)  -1.376
H (-1.83463, 2.75952, -1.88559)  0.517
H (-3.53978, 2.36369, -1.68872)  0.479
H (-3.07663, 2.90901, -4.05486)  0.429
H (-1.81237, 1.68681, -4.17405)  0.241
H (-3.51946, 1.20655, -3.98822)  0.344
C (-1.38276, -0.77250, -2.39863)  0.520
C (-1.65958, -2.23667, -2.06339)  -1.374
H (-0.29904, -0.60647, -2.33391)  -0.882
H (-1.68567, -0.51967, -3.42254)  0.679
H (-0.98508, -2.86418, -2.66363)  0.462
H (-1.45074, -2.45520, -1.00359)  0.206
H (-2.68634, -2.54193, -2.29742)  0.334
C (-3.71070, -0.27323, -0.72699)  -0.323
C (-4.72323, -0.51736, -1.85195)  -1.391
H (-4.14297, 0.38513, 0.04373)  0.502
H (-3.46893, -1.21863, -0.21551)  0.428
H (-5.57434, -1.09521, -1.46459)  0.427
H (-5.12846, 0.42479, -2.24409)  0.334
H (-4.29893, -1.09215, -2.68686)  0.320
Br (0.69516, 2.79348, 1.80757)  -0.521
P (2.79296, 1.62135, -2.07361)  0.080
C (1.37348, 1.01891, -3.01515)  1.158
C (1.45132, 1.33705, -4.51229)  -1.592
H (0.47387, 1.44411, -2.53345)  -0.729
H (1.37857, -0.07383, -2.87498)  0.344
H (0.69145, 0.77510, -5.07037)  0.389
H (1.29916, 2.40068, -4.71293)  0.388
H (2.43406, 1.05323, -4.91114)  0.473
C (2.38171, 3.11200, -1.12465)  0.627
C (3.59781, 4.04058, -0.97577)  -1.328
H (2.00557, 2.80119, -0.12824)  -0.530
H (1.55272, 3.62001, -1.64252)  0.408
H (3.29443, 4.99381, -0.53669)  0.389
H (4.35610, 3.60106, -0.32276)  0.366
H (4.05551, 4.24292, -1.95408)  0.411
C (3.34459, 0.24101, -1.00795)  0.274
C (4.47051, -0.61627, -1.62673)  -1.415
H (2.45154, -0.36790, -0.79645)  -0.040
H (3.67683, 0.68647, -0.05589)  0.383
H (4.88276, -1.29305, -0.86707)  0.406
H (4.10663, -1.23126, -2.45652)  0.339
H (5.28862, 0.01493, -1.99673)  0.396
S (-2.38014, 1.65494, 1.47779)  -0.196
C (-2.96061, 3.26372, 1.63598)  0.793
N (-2.19947, 4.17486, 2.31424)  0.215
C (-2.66854, 5.41261, 2.63490)  -0.196
C (-3.99955, 5.71097, 2.40087)  -0.562
C (-4.81629, 4.78599, 1.73454)  -0.466
C (-4.29939, 3.55602, 1.35863)  -0.417
H (-1.22457, 3.89905, 2.52420)  -0.087
H (-1.95092, 6.09727, 3.08418)  0.464
H (-4.40162, 6.66128, 2.74250)  0.438
H (-5.85275, 5.02749, 1.50191)  0.459
H (-4.89143, 2.76105, 0.91556)  0.464